Formula: C56H128F6N7O7
Source: the Open Molecules 2025 dataset
Level of theory: ωB97M-V with the def2-TZVPD basis set

```
204
Properties=species:S:1:pos:R:3:forces:R:3:mulliken_charge:R:1
C -2.376 -0.019 -2.699 0.2 0.0 0.3 -0.08
C -1.680 -0.272 -4.057 0.3 -0.7 2.7 -0.28
C -2.220 0.578 -5.115 -1.0 0.1 -2.4 -0.01
C -1.494 0.217 -6.412 -0.6 -0.6 -0.7 -1.73
N -2.138 0.598 -7.773 0.6 0.9 0.7 0.48
C -1.497 -0.280 -8.857 0.6 -1.0 0.8 -0.68
C -2.301 -0.122 -10.115 0.4 -0.2 1.1 -0.60
C -3.669 0.259 -9.538 -0.9 1.5 -0.4 -0.80
C -3.622 0.294 -8.007 1.1 -0.9 0.1 -0.48
C -1.949 2.120 -7.927 -0.2 -1.0 0.1 -0.94
H -3.395 -0.382 -2.567 -0.2 0.1 -0.8 0.69
H -2.365 1.055 -2.511 -0.1 0.2 0.2 -0.29
H -1.894 -0.504 -1.851 0.6 0.0 -0.1 -0.65
H -1.728 -1.345 -4.238 0.0 -0.1 -0.4 0.93
H -0.635 0.008 -3.925 0.4 -0.2 0.1 -0.13
H -2.178 1.636 -4.857 -0.1 0.1 -0.1 0.16
H -3.246 0.263 -5.306 -0.4 0.4 0.2 0.52
H -1.476 -0.873 -6.400 -0.1 -0.1 -0.3 0.33
H -0.450 0.524 -6.453 -0.1 0.3 -0.1 0.42
H -0.415 -0.162 -8.907 -0.1 0.7 -0.1 0.55
H -1.615 -1.323 -8.561 -0.2 0.1 0.8 0.33
H -1.732 0.641 -10.647 -1.0 -0.1 -1.0 0.32
H -2.375 -1.106 -10.578 0.4 0.4 -0.5 0.37
H -3.832 1.290 -9.853 -0.5 0.0 -0.1 0.31
H -4.528 -0.314 -9.887 0.3 -0.1 -0.1 0.50
H -4.274 1.024 -7.528 0.2 0.0 -0.1 0.42
H -3.759 -0.680 -7.537 -0.3 -0.1 -0.1 0.32
H -2.604 2.569 -7.181 0.2 0.0 0.1 0.38
H -2.300 2.490 -8.890 0.3 -0.3 -0.1 0.45
H -0.902 2.349 -7.726 -0.1 0.1 -0.3 0.29
C 4.494 0.665 7.576 -0.3 1.3 -0.8 -1.57
C 3.759 1.279 6.325 0.4 -0.6 -0.1 0.55
C 2.288 1.463 6.583 -1.2 -0.1 0.1 -1.09
C 1.442 2.009 5.398 -0.5 -1.0 -0.1 0.37
N -0.093 1.735 5.520 0.0 1.6 0.7 0.46
C -0.510 0.287 5.544 0.2 -0.3 -0.3 0.04
C -1.997 0.215 5.067 0.3 1.2 0.8 -1.55
C -2.148 1.462 4.193 0.4 0.0 -0.6 1.74
C -0.870 2.280 4.359 0.2 0.9 -0.8 -0.91
C -0.601 2.511 6.711 0.0 -0.5 -0.2 -0.96
H 4.295 1.302 8.438 -0.1 -0.2 0.1 0.46
H 5.579 0.676 7.472 -0.1 -0.1 -0.2 0.40
H 4.159 -0.352 7.776 -0.1 0.1 0.0 0.34
H 3.881 0.595 5.485 0.0 -0.1 -0.1 -0.72
H 4.114 2.247 5.970 0.7 0.1 0.4 0.50
H 2.191 2.123 7.445 -0.2 0.1 0.0 0.64
H 1.914 0.488 6.895 -0.3 -0.1 0.0 0.32
H 1.653 1.540 4.436 0.4 -0.3 0.0 -0.69
H 1.575 3.083 5.273 -0.3 0.1 0.2 0.64
H -0.305 -0.084 6.548 -0.2 -0.2 -0.2 0.64
H 0.172 -0.132 4.804 -0.1 -0.5 0.0 -0.30
H -2.682 0.435 5.885 0.2 -0.7 0.4 0.44
H -2.363 -0.684 4.570 0.6 -0.1 0.2 0.55
H -3.035 2.009 4.513 0.1 0.1 -0.2 0.45
H -2.220 1.212 3.135 -0.3 0.0 0.0 -1.29
H -1.107 3.335 4.496 0.2 0.0 0.5 0.45
H -0.227 2.291 3.479 0.1 -0.6 0.0 -0.12
H -0.098 2.201 7.627 -0.2 -0.1 -0.1 0.30
H -1.669 2.293 6.727 0.0 0.4 0.5 0.49
H -0.387 3.559 6.502 -0.2 -0.1 0.2 0.37
C -5.745 -1.806 0.379 0.5 -0.6 -1.3 -1.17
C -5.596 -0.594 1.244 -0.9 0.2 -0.5 -0.21
C -5.246 0.597 0.327 0.9 0.8 1.2 0.47
C -5.320 1.898 1.168 0.6 0.7 -0.8 -0.97
N -4.705 3.175 0.499 -0.6 -0.1 -0.5 0.34
C -3.213 3.020 0.075 -1.6 0.0 0.0 0.02
C -2.637 4.450 0.075 0.1 -1.7 0.2 -0.30
C -3.369 5.074 1.225 -1.1 1.7 0.6 -0.78
C -4.688 4.373 1.483 -0.2 -1.8 -0.4 -0.51
C -5.567 3.575 -0.681 0.8 -0.4 0.5 -0.98
H -4.819 -1.870 -0.192 0.2 -0.5 -0.2 -0.12
H -6.518 -1.656 -0.375 -0.2 0.0 0.1 0.46
H -5.939 -2.778 0.832 0.1 0.3 0.4 0.47
H -4.850 -0.790 2.013 -0.1 0.4 0.2 0.12
H -6.590 -0.401 1.647 0.2 0.2 0.7 0.49
H -5.850 0.572 -0.580 -0.3 0.3 0.2 0.49
H -4.211 0.543 -0.012 0.2 -0.4 -0.1 -0.47
H -4.719 1.881 2.077 -0.1 -0.7 0.1 0.05
H -6.343 2.157 1.441 0.0 0.1 0.0 0.55
H -3.198 2.512 -0.890 0.1 -0.1 0.2 0.30
H -2.838 2.366 0.862 0.6 0.1 -0.1 -0.29
H -2.790 4.971 -0.871 -0.3 -0.1 0.0 0.35
H -1.559 4.383 0.223 0.0 0.1 0.1 0.17
H -3.677 6.084 0.958 0.7 0.3 0.4 0.34
H -2.883 5.041 2.201 0.7 0.4 -0.4 0.30
H -5.591 4.965 1.331 0.1 -0.1 0.0 0.42
H -4.693 3.946 2.486 -0.3 0.1 -0.1 0.29
H -5.450 2.866 -1.501 0.2 0.0 0.1 0.28
H -5.177 4.555 -0.956 -0.7 0.0 -0.3 0.52
H -6.602 3.522 -0.342 0.1 0.6 -0.2 0.32
C 7.431 -2.245 5.541 -0.3 0.1 0.7 -1.23
C 6.224 -3.104 5.714 -0.8 -1.9 0.0 -0.97
C 4.933 -2.744 4.964 -0.6 -1.4 0.0 1.32
C 3.806 -3.886 5.085 0.0 0.7 -0.4 -1.04
N 2.497 -3.600 4.276 -0.2 -1.0 0.4 0.59
C 1.415 -4.764 4.269 0.6 0.5 0.4 -0.86
C 0.673 -4.635 2.959 1.5 0.3 -0.7 -0.57
C 1.807 -4.146 1.936 -1.0 0.2 1.5 0.87
C 2.891 -3.405 2.784 -1.9 -0.1 0.5 -0.19
C 1.780 -2.409 4.847 0.3 1.2 -0.6 -1.02
H 7.231 -1.214 5.829 0.5 0.2 -0.5 0.20
H 7.767 -2.494 4.534 0.4 1.1 -0.1 0.39
H 8.135 -2.706 6.234 0.4 0.5 -0.1 0.41
H 6.027 -3.433 6.734 -0.1 0.4 0.2 0.51
H 6.688 -3.971 5.243 -1.0 -0.9 0.0 0.32
H 5.255 -2.693 3.924 -0.4 0.3 -0.2 0.09
H 4.527 -1.786 5.291 0.1 0.1 0.0 -0.64
H 3.477 -4.071 6.108 0.2 0.1 0.1 0.44
H 4.171 -4.824 4.666 0.1 0.0 0.1 0.51
H 0.765 -4.565 5.122 0.3 -0.3 0.1 0.40
H 1.902 -5.734 4.363 0.2 0.2 0.1 0.43
H -0.154 -3.931 3.045 0.2 0.1 -0.1 -0.01
H 0.258 -5.593 2.646 0.0 0.0 0.1 0.70
H 1.286 -3.472 1.256 0.6 -0.1 -0.3 -1.04
H 2.284 -5.004 1.462 -0.3 0.2 -0.3 0.55
H 2.821 -2.320 2.709 0.5 0.0 -0.7 -0.22
H 3.855 -3.873 2.583 0.0 0.5 0.4 0.49
H 1.345 -2.458 5.845 0.6 -1.1 0.2 0.45
H 0.935 -2.092 4.237 0.3 -0.3 -0.6 0.31
H 2.489 -1.581 4.869 -0.1 0.0 -0.2 -0.04
C 0.416 2.715 -3.478 -1.3 0.2 -1.9 -1.14
C 0.263 4.127 -2.911 1.2 -1.2 1.2 1.00
C 1.661 4.802 -2.776 -0.9 0.8 -0.1 -0.80
O 1.486 6.058 -2.161 -1.1 -1.2 -0.1 -0.36
C 2.617 6.881 -2.162 0.6 1.1 -0.8 -0.80
N -0.739 5.049 -3.674 2.2 -0.9 0.7 -0.04
H -0.339 5.111 -4.599 -0.3 0.2 -0.8 0.40
H -1.716 4.791 -3.694 -0.2 -0.4 0.0 0.27
H -0.642 5.969 -3.269 0.1 0.7 0.4 0.42
H 0.483 2.721 -4.566 0.4 0.2 -0.3 0.75
H -0.520 2.172 -3.353 0.1 -0.2 0.5 -0.28
H 1.259 2.114 -3.138 -0.1 0.5 0.5 0.26
H -0.130 3.883 -1.924 -0.3 1.1 0.2 -0.56
H 2.133 4.904 -3.753 0.0 0.2 -0.5 0.59
H 2.357 4.182 -2.210 -0.3 -0.4 0.3 0.22
H 3.487 6.490 -1.635 -0.3 -0.1 0.5 0.28
H 2.274 7.850 -1.798 0.3 -0.2 0.3 0.28
H 2.956 7.049 -3.184 0.0 0.0 -0.3 0.36
C 0.815 -2.993 -1.606 -1.3 1.2 0.5 0.31
C 1.704 -2.746 -2.738 2.1 -0.7 -1.5 0.41
C 2.964 -3.638 -2.511 1.0 0.7 -0.1 -1.46
O 3.626 -3.365 -1.251 -0.7 -0.1 -0.8 -0.29
C 4.594 -2.298 -1.203 -0.5 -0.6 0.0 -0.34
N 1.101 -3.114 -4.148 1.0 -0.5 1.7 0.20
H 0.192 -3.547 -4.080 -2.8 -0.1 0.2 -0.05
H 1.073 -2.344 -4.802 0.0 0.0 -0.1 0.35
H 1.555 -3.922 -4.549 1.0 -0.1 -0.5 0.48
H 1.208 -2.416 -0.769 0.2 -0.4 0.2 -0.57
H 0.714 -4.053 -1.375 -0.3 0.2 0.0 0.74
H -0.123 -2.470 -1.796 -0.5 -0.6 0.0 -0.18
H 2.020 -1.708 -2.845 -0.2 0.1 0.1 -0.18
H 3.682 -3.570 -3.328 0.2 0.4 -0.2 0.48
H 2.645 -4.680 -2.553 0.0 -0.1 0.6 0.57
H 4.809 -2.150 -0.145 -0.2 0.0 0.0 0.06
H 4.190 -1.375 -1.618 0.0 0.1 -0.1 0.10
H 5.543 -2.561 -1.671 -0.1 -0.1 -0.3 0.41
C 5.535 0.501 3.336 -0.9 -0.3 -0.8 -0.92
C 5.163 1.499 2.221 0.7 1.4 -0.3 -0.11
C 5.113 0.991 0.734 -0.7 0.3 0.4 -0.04
O 4.918 2.063 -0.286 0.5 -1.6 3.0 -0.40
C 4.837 1.523 -1.565 -1.1 -0.3 -1.1 -0.34
N 3.812 2.189 2.560 0.7 0.3 -0.9 0.19
H 2.990 1.603 2.559 -1.1 -1.7 -0.1 -0.70
H 3.788 2.767 3.387 0.6 -0.1 0.6 0.52
H 3.652 2.843 1.807 -0.1 0.3 -0.6 0.42
H 6.436 -0.084 3.155 0.1 0.3 -0.3 0.62
H 4.704 -0.203 3.374 0.0 -0.3 0.1 -0.38
H 5.601 0.941 4.331 0.2 0.3 -0.3 0.46
H 5.803 2.381 2.247 0.5 -0.2 0.0 0.51
H 4.306 0.258 0.764 -0.8 0.2 -0.6 -0.34
H 5.957 0.346 0.488 0.6 0.6 0.1 0.73
H 4.587 2.349 -2.231 0.6 0.1 -0.1 0.32
H 3.991 0.848 -1.687 -0.5 -0.2 0.4 -0.28
H 5.672 0.921 -1.922 0.6 0.5 0.2 0.40
C -3.008 -4.062 -4.587 1.7 -0.9 2.0 0.53
O -3.833 -4.711 -3.593 -0.7 1.0 1.1 -0.45
O -1.687 -4.351 -4.244 -0.9 1.6 -1.7 -0.92
C -3.592 -4.472 -6.032 1.2 -4.5 3.3 0.75
F -4.827 -4.918 -6.010 -1.6 -0.4 1.0 -0.29
F -3.615 -3.563 -6.904 1.1 4.1 -2.8 -0.22
F -2.869 -5.517 -6.510 0.4 0.4 -0.1 -0.30
C -3.929 -4.018 -2.294 0.0 -0.8 -1.4 0.77
C -4.498 -4.942 -1.258 0.3 -0.7 1.1 -1.39
H -5.526 -4.684 -1.004 -0.1 -0.5 -0.2 0.30
H -4.326 -6.007 -1.415 -0.6 0.0 -0.8 0.42
H -3.919 -4.874 -0.337 0.0 0.6 0.4 0.26
H -4.623 -3.178 -2.302 -0.1 0.4 -0.8 0.11
H -2.997 -3.620 -1.893 0.6 -0.2 -0.7 -0.29
H -3.256 -3.005 -4.486 -0.1 1.0 -0.2 -0.25
C 0.558 0.312 1.412 1.4 -1.4 2.8 1.29
O 0.054 -1.005 1.094 -1.3 0.8 -0.2 0.21
O 1.594 0.106 2.387 -1.0 1.7 -2.6 0.20
C 0.837 1.170 0.076 0.9 -0.8 2.7 -0.01
F -0.186 1.941 -0.321 -0.8 0.7 0.4 0.17
F 1.900 1.978 0.300 -0.1 0.7 0.1 -0.36
F 1.145 0.466 -0.953 0.6 -1.8 -2.1 0.11
C -1.409 -1.158 1.195 0.7 0.1 -1.6 1.32
C -1.815 -2.569 0.794 1.3 -0.6 0.9 -0.29
H -2.880 -2.797 0.845 0.1 0.3 0.0 0.33
H -1.386 -2.940 -0.137 -0.3 0.6 -0.3 -0.47
H -1.286 -3.197 1.510 -0.4 -0.4 0.3 -0.52
H -1.850 -0.490 0.456 -0.2 0.5 0.1 -0.26
H -1.769 -0.907 2.193 0.1 0.0 0.2 -0.76
H -0.177 0.907 1.953 -0.9 0.1 -0.3 -1.69
```
Positions in Å, forces in eV/Å.

The value obtained for the LUMO energy is -10.4 eV. The calculation puts the HOMO energy at -15.34 eV. The HOMO-LUMO gap comes out at 4.93 eV. The total charge is +5.